Entry 1:
Density functional theory data (wB97M-V/def2-TZVPD) for the molecule C4H8O2.

Summary:
- Energy relative to the best compared isomer or geometry (same formula, charge and spin): 111.3 kcal/mol
- 2S+1: 1
- E: -307.5351 Ha
- HOMO energy: -0.305 Ha

Last column: natural (NBO) charge in e.
Atoms and positions in Å:
C 0.2285 0.2648 1.6359  -0.6239
C -0.5862 0.2366 0.3640  -0.0129
O -1.8944 0.6464 0.6233  -0.6937
C -0.0358 0.4535 -0.9158  0.0484
C 1.0767 -0.4458 -1.3161  -0.1287
O 0.1270 -1.4652 -1.4293  -0.7257
H 0.2158 1.2778 2.0527  0.2226
H -0.2142 -0.4095 2.3733  0.2265
H 1.2669 -0.0303 1.4669  0.2202
H -0.4799 -0.9614 -0.2058  0.4136
H -2.4627 0.3531 -0.1001  0.4770
H -0.6458 0.8529 -1.7235  0.2241
H 1.8561 -0.5939 -0.5554  0.1624
H 1.5482 -0.1792 -2.2701  0.1901

Entry 2:
Density functional theory data (wB97M-V/def2-TZVPD) for the molecule C21H32N4O3.

Summary:
- Energy relative to the best compared isomer or geometry (same formula, charge and spin): 76.9 kcal/mol
- 2S+1: 1
- E: -1264.1299 Ha
- SMILES: CCCCC/C=C/CC(=O)N1CC[C@@H]2C[C@]2(C(=O)NCc2nc(C)no2)CC1
- HOMO energy: -0.344 Ha

Last column: natural (NBO) charge in e.
Atoms and positions in Å:
C -6.6979 0.5277 -1.0541  -0.6005
C -5.2878 1.0967 -1.1155  -0.3888
C -4.2627 0.2099 -0.4266  -0.3886
C -2.8478 0.7577 -0.5186  -0.3814
C -1.8170 -0.1211 0.1812  -0.4275
C -0.4251 0.4119 0.0346  -0.1730
C 0.6120 -0.3041 -0.3632  -0.1681
C 2.0116 0.2170 -0.4527  -0.5418
C 2.7005 -0.2549 -1.7218  0.6895
O 2.0710 -0.8210 -2.6054  -0.6429
N 4.0579 -0.1082 -1.7722  -0.4485
C 4.8066 -0.7397 -2.8513  -0.2175
C 5.6482 0.2343 -3.6637  -0.4179
C 4.9091 1.4519 -4.1494  -0.2176
C 5.5521 2.8019 -4.0435  -0.3801
C 4.3693 2.4878 -3.1929  -0.1593
C 3.0950 3.1670 -3.6203  0.7001
O 3.0516 4.3261 -3.9883  -0.6130
N 1.9709 2.4117 -3.5022  -0.6243
C 0.6833 3.0031 -3.7346  -0.2832
C 0.2963 3.9649 -2.6624  0.5438
N -0.6678 4.8244 -2.6852  -0.5061
C -0.5585 5.4240 -1.4393  0.3236
C -1.4595 6.4979 -0.9648  -0.6527
N 0.4200 4.9661 -0.7200  -0.1618
O 0.9961 3.9847 -1.5394  -0.3052
C 4.5235 2.3615 -1.6797  -0.4169
C 4.7272 0.9649 -1.0660  -0.2156
H -7.4148 1.1819 -1.5524  0.2086
H -6.7458 -0.4495 -1.5391  0.2006
H -7.0247 0.4015 -0.0197  0.2002
H -4.9946 1.2419 -2.1604  0.1943
H -5.2733 2.0890 -0.6518  0.1928
H -4.5393 0.0885 0.6278  0.1922
H -4.2938 -0.7923 -0.8703  0.1931
H -2.5707 0.8714 -1.5731  0.1961
H -2.8169 1.7625 -0.0820  0.1943
H -2.0686 -0.1756 1.2481  0.2059
H -1.8619 -1.1410 -0.2104  0.2037
H -0.2849 1.4621 0.2888  0.1924
H 0.4742 -1.3489 -0.6249  0.2068
H 2.0117 1.3105 -0.4037  0.2383
H 2.6012 -0.1423 0.3992  0.2298
H 5.4808 -1.4817 -2.4028  0.1933
H 4.1038 -1.2755 -3.4799  0.2412
H 6.5241 0.5406 -3.0856  0.1989
H 6.0358 -0.3101 -4.5279  0.2291
H 4.3394 1.2849 -5.0553  0.2252
H 6.5152 2.8704 -3.5545  0.2065
H 5.4136 3.5184 -4.8392  0.2365
H 2.0210 1.4374 -3.2488  0.4245
H 0.6709 3.5511 -4.6768  0.2469
H -0.0604 2.2080 -3.7971  0.2419
H -1.3478 6.6533 0.1045  0.2358
H -1.2519 7.4284 -1.4924  0.2376
H -2.4932 6.2231 -1.1793  0.2348
H 5.3507 2.9967 -1.3533  0.2246
H 3.6318 2.8008 -1.2237  0.2291
H 4.3755 0.9910 -0.0323  0.2162
H 5.7836 0.7055 -0.9989  0.2042

Record order is preserved below.
Lowest unoccupied orbital energy: 0.0; 0.8 eV
Record order is preserved below.
Frontier orbital gap: 8.337; 10.136 eV